This record from the Open Molecules 2025 dataset describes a cluster of 10 separate species, C84H182N10O12 in total. The level of theory is ωB97M-V with the def2-TZVPD basis set.

* E_LUMO: 0.4 eV
* frontier orbital gap: 8.91 eV
* ΔE to the lowest compared entry with this formula, charge and spin: 154.7 kJ/mol
* SMILES: CC1(C)CCCC(C)(C)N1O.CC1(C)CCCC(C)(C)N1O.CC1(C)CCCC(C)(C)N1O.CC1(C)CCCC(C)(C)N1O.CC1(C)CCCC(C)(C)N1O.CC1(C)CCCC(C)(C)N1O.CC1(C)CCCC(C)(C)N1O.CC1(C)CCCC(C)(C)N1O.COCCNCCOC.COCCNCCOC

Each line ends with the Löwdin charge.
CARTESIAN COORDINATES (ANGSTROEM)
C: 7.8718 -1.1980 2.0434  -0.024
C: 7.2220 -1.1162 3.4347  -0.472
C: 7.6619 0.2508 4.0369  -0.025
C: 5.6977 -0.9734 3.3624  -0.141
C: 5.1947 -1.6338 4.6869  -0.158
C: 5.4950 -3.1395 4.5737  -0.116
C: 7.0437 -3.4784 4.3790  -0.514
C: 7.5178 -4.3058 5.5702  -0.040
C: 7.1402 -4.3361 3.1100  -0.042
N: 7.6788 -2.1757 4.3980  -0.106
O: 9.0709 -2.2228 4.2255  -0.023
H: 7.3716 -0.5028 1.3415  0.076
H: 8.8757 -0.7958 2.0301  0.070
H: 7.9319 -2.2419 1.6141  0.084
H: 7.4287 0.3657 5.0600  0.071
H: 8.7192 0.2812 4.0467  0.065
H: 7.2030 1.0421 3.5144  0.069
H: 5.3714 0.0525 3.3278  0.075
H: 5.3058 -1.4667 2.4540  0.100
H: 5.7222 -1.1806 5.5526  0.119
H: 4.0845 -1.4421 4.7333  0.099
H: 4.9788 -3.5638 3.6569  0.120
H: 5.0244 -3.6282 5.4252  0.105
H: 8.5480 -4.5968 5.5229  0.068
H: 6.8725 -5.2184 5.6937  0.102
H: 7.3539 -3.7163 6.4671  0.082
H: 6.5932 -5.2525 3.1783  0.079
H: 8.2154 -4.4364 2.9549  0.089
H: 6.6905 -3.8017 2.2852  0.057
H: 9.4891 -2.0245 5.0780  0.118
C: -9.2770 -1.3212 -2.2674  -0.033
C: -7.8466 -1.3705 -2.7919  -0.510
C: -8.0429 -2.0850 -4.1645  -0.043
C: -7.4172 0.0963 -3.0007  -0.116
C: -5.9068 0.3035 -3.1638  -0.162
C: -5.1843 -0.4075 -2.0447  -0.138
C: -5.4893 -1.9004 -2.0102  -0.515
C: -4.8601 -2.7226 -3.1546  -0.032
C: -4.9638 -2.5342 -0.7164  -0.025
N: -6.9515 -2.0372 -1.8869  -0.065
O: -7.1687 -3.4606 -1.8900  -0.023
H: -9.8371 -0.6549 -2.8658  0.080
H: -9.7679 -2.2398 -2.3887  0.066
H: -9.3000 -1.1074 -1.2106  0.066
H: -8.3922 -3.1266 -4.0976  0.080
H: -8.8596 -1.6356 -4.7272  0.074
H: -7.2238 -2.1042 -4.9283  0.084
H: -7.9719 0.4365 -3.8998  0.130
H: -7.8638 0.6600 -2.1814  0.091
H: -5.5248 -0.0736 -4.1590  0.106
H: -5.7267 1.3656 -3.0450  0.092
H: -5.4721 0.0856 -1.0565  0.134
H: -4.0988 -0.2625 -2.1090  0.105
H: -5.1521 -3.8091 -3.2936  0.105
H: -3.7809 -2.7650 -2.9720  0.082
H: -5.0914 -2.3396 -4.1761  0.058
H: -5.5108 -2.1081 0.1509  0.085
H: -3.9000 -2.2973 -0.7033  0.069
H: -4.9789 -3.6077 -0.8852  0.081
H: -7.6229 -3.6945 -1.0975  0.091
C: 0.4747 2.2210 6.5423  -0.053
C: -0.8189 1.5172 6.3611  -0.508
C: -0.4123 0.0053 6.0993  -0.012
C: -1.7435 1.6635 7.5705  -0.170
C: -2.9863 0.8630 7.3808  -0.205
C: -3.7839 1.4821 6.2535  -0.138
C: -2.9691 1.6361 4.9587  -0.463
C: -3.0318 0.2463 4.2128  -0.011
C: -3.4868 2.6557 3.9444  -0.021
N: -1.5985 2.1295 5.2668  -0.016
O: -0.8276 1.9398 4.0214  -0.120
H: 1.3925 1.5582 6.6067  0.105
H: 0.6689 2.9070 5.7313  0.033
H: 0.5597 2.9307 7.4536  0.114
H: 0.3494 0.1341 5.2747  0.068
H: 0.2298 -0.2838 6.9620  0.099
H: -1.1003 -0.7001 5.7260  0.041
H: -1.2716 1.2773 8.5067  0.136
H: -1.9826 2.7217 7.7057  0.124
H: -2.6977 -0.2437 7.3148  0.134
H: -3.6051 1.0038 8.3155  0.128
H: -4.0790 2.4982 6.6051  0.128
H: -4.7265 0.9965 5.9803  0.114
H: -3.7958 0.1054 3.4836  0.033
H: -3.0135 -0.5977 4.8816  0.065
H: -2.0833 0.1104 3.5952  0.088
H: -2.7553 2.9473 3.2315  0.052
H: -3.7622 3.5863 4.4580  0.085
H: -4.4603 2.2866 3.4380  0.091
H: -0.1607 2.6625 4.0820  0.033
C: 7.0886 -7.5550 -4.6373  -0.005
C: 6.3315 -6.1944 -4.3354  -0.539
C: 5.8218 -5.7060 -5.6453  -0.061
C: 5.1020 -6.3994 -3.3989  -0.126
C: 5.3569 -6.4881 -1.8814  -0.165
C: 6.2906 -5.3150 -1.4897  -0.162
C: 7.5534 -5.2232 -2.2879  -0.492
C: 8.2317 -3.8979 -1.8774  -0.035
C: 8.5668 -6.3713 -1.9740  -0.023
N: 7.1363 -5.1336 -3.7504  -0.110
O: 8.1463 -4.7104 -4.6341  -0.039
H: 7.2951 -8.1053 -3.7250  0.066
H: 6.4026 -8.1987 -5.2126  0.093
H: 7.9574 -7.2672 -5.0756  0.029
H: 5.2238 -6.4443 -6.1734  0.082
H: 5.1517 -4.8235 -5.3760  0.111
H: 6.6131 -5.4849 -6.3572  0.083
H: 4.4798 -5.4732 -3.5237  0.121
H: 4.5019 -7.2815 -3.7458  0.131
H: 4.3855 -6.3485 -1.3905  0.104
H: 5.6784 -7.4385 -1.4304  0.106
H: 6.5461 -5.2860 -0.4504  0.102
H: 5.7477 -4.3276 -1.5825  0.135
H: 7.4817 -3.1138 -1.9812  0.067
H: 9.1516 -3.6798 -2.5117  0.108
H: 8.3689 -3.9786 -0.7686  0.088
H: 9.3318 -6.5792 -2.7816  0.099
H: 8.1510 -7.3449 -1.7573  0.062
H: 9.0594 -6.1826 -1.0650  0.056
H: 8.8300 -5.4607 -4.6198  0.117
C: -8.4613 3.2218 1.7791  -0.043
C: -8.1823 1.7203 1.7121  -0.495
C: -8.8694 1.1157 0.4539  -0.014
C: -6.6468 1.5751 1.8031  -0.160
C: -6.1653 0.1880 1.9812  -0.181
C: -6.7420 -0.2527 3.3419  -0.133
C: -8.2522 -0.2670 3.3600  -0.518
C: -8.8416 -1.3301 2.3888  -0.005
C: -8.6984 -0.6121 4.7443  -0.036
N: -8.6320 1.1408 3.0075  -0.031
O: -10.1192 1.2052 2.9978  -0.045
H: -9.5030 3.5462 1.8264  0.081
H: -7.9220 3.6226 2.6822  0.104
H: -8.1367 3.7907 0.9027  0.064
H: -8.7027 1.9375 -0.2673  0.077
H: -8.3381 0.2512 0.0832  0.035
H: -9.9104 0.9981 0.7027  0.085
H: -6.1984 2.0264 0.8283  0.126
H: -6.3442 2.1629 2.6906  0.104
H: -6.4445 -0.4407 1.1143  0.089
H: -5.0576 0.2385 1.9614  0.100
H: -6.4377 0.4658 4.0760  0.100
H: -6.3791 -1.2087 3.6524  0.119
H: -9.9288 -1.3325 2.5473  0.093
H: -8.4999 -2.2928 2.6353  0.067
H: -8.6220 -1.1669 1.3418  0.048
H: -8.4488 -1.6118 4.9873  0.076
H: -9.7838 -0.5251 4.7577  0.086
H: -8.1912 0.0175 5.4780  0.093
H: -10.3324 1.8739 3.6363  0.084
C: 0.1967 0.8164 -6.4699  -0.045
C: -0.5575 -0.0332 -5.4723  -0.493
C: 0.4977 -0.7429 -4.5741  -0.033
C: -1.5663 0.7466 -4.6170  -0.135
C: -2.7685 1.2112 -5.4314  -0.156
C: -3.4592 -0.0833 -5.9290  -0.143
C: -2.5136 -0.8661 -6.8692  -0.505
C: -3.1419 -2.2408 -7.2242  -0.027
C: -2.2348 0.0287 -8.1239  -0.029
N: -1.3190 -1.1924 -6.0649  -0.040
O: -0.3516 -1.8561 -7.0162  -0.080
H: 1.2386 1.0495 -6.0869  0.098
H: 0.3344 0.2880 -7.4018  0.071
H: -0.2166 1.7946 -6.7216  0.076
H: 1.1505 -0.0603 -4.1024  0.045
H: 0.0859 -1.2781 -3.7378  0.060
H: 1.0999 -1.5115 -5.1394  0.103
H: -1.8538 0.0950 -3.8366  0.092
H: -0.8875 1.5466 -4.2480  0.109
H: -3.5095 1.7113 -4.8006  0.098
H: -2.4853 1.9754 -6.2009  0.119
H: -4.3892 0.1530 -6.4369  0.116
H: -3.6877 -0.7511 -5.0128  0.113
H: -3.5760 -2.7808 -6.3509  0.085
H: -2.4205 -2.9300 -7.6089  0.054
H: -3.8852 -2.1634 -8.0489  0.092
H: -3.2011 0.2429 -8.6623  0.101
H: -1.6390 -0.5475 -8.7988  0.063
H: -1.6309 0.9799 -7.9931  0.075
H: -0.3211 -2.7500 -6.5876  0.115
C: 3.7451 2.0328 -1.5826  -0.013
C: 5.3034 1.6377 -1.5589  -0.498
C: 5.7674 1.9093 -0.1434  -0.040
C: 5.3407 0.0905 -1.8187  -0.114
C: 4.9438 -0.3025 -3.2352  -0.176
C: 5.7979 0.4025 -4.2393  -0.152
C: 5.8572 1.8978 -3.9880  -0.489
C: 7.1050 2.4193 -4.7445  -0.048
C: 4.5781 2.5863 -4.5527  -0.017
N: 6.1627 2.2168 -2.5436  -0.030
O: 6.1033 3.7083 -2.4404  -0.051
H: 3.2350 1.8037 -0.6442  0.052
H: 3.6302 3.1168 -1.7969  0.078
H: 3.2463 1.5516 -2.3921  0.035
H: 5.2811 1.0525 0.4554  0.090
H: 6.7778 1.6498 0.0966  0.061
H: 5.4468 2.9051 0.2856  0.103
H: 6.3584 -0.2708 -1.6134  0.123
H: 4.6570 -0.4245 -1.1439  0.095
H: 4.7986 -1.3294 -3.4118  0.097
H: 3.9201 0.0706 -3.4040  0.090
H: 5.4598 0.2741 -5.2122  0.102
H: 6.8328 0.0140 -4.2474  0.130
H: 7.9875 1.9704 -4.3075  0.074
H: 7.1705 3.5142 -4.5365  0.085
H: 7.0373 2.2260 -5.8378  0.094
H: 4.7384 2.9166 -5.6100  0.097
H: 4.4179 3.4334 -3.9249  0.052
H: 3.6861 1.9132 -4.5191  0.075
H: 6.7971 4.0439 -1.8586  0.098
C: 1.6755 -1.2787 3.1749  -0.041
C: 1.5809 -1.1989 1.6252  -0.454
C: 2.8620 -0.5781 1.0216  -0.009
C: 1.2241 -2.6201 1.2006  -0.146
C: 0.6611 -2.5788 -0.2162  -0.190
C: -0.5763 -1.7113 -0.3038  -0.130
C: -0.2840 -0.2357 0.1287  -0.530
C: 0.5471 0.4953 -0.8425  -0.037
C: -1.6479 0.3975 0.3364  -0.025
N: 0.2770 -0.4028 1.5077  -0.021
O: 0.4987 0.9741 2.0314  -0.052
H: 1.9479 -0.3523 3.6658  0.053
H: 0.6677 -1.5075 3.5714  0.091
H: 2.4541 -2.0013 3.4459  0.071
H: 2.7454 -0.7011 -0.0934  0.057
H: 2.9053 0.5390 1.1730  0.082
H: 3.7311 -1.1369 1.3274  0.057
H: 2.1751 -3.2182 1.2520  0.137
H: 0.4943 -3.1532 1.7421  0.103
H: 1.5123 -2.1880 -0.8352  0.107
H: 0.4255 -3.6135 -0.6118  0.129
H: -1.4221 -2.0976 0.2675  0.113
H: -0.8921 -1.6831 -1.3634  0.113
H: 0.9049 1.4590 -0.4638  0.084
H: -0.0035 0.7212 -1.7890  0.089
H: 1.3738 -0.1215 -1.1838  0.058
H: -2.1575 0.3675 -0.6818  0.096
H: -1.5912 1.4869 0.5193  0.073
H: -2.1112 -0.1602 1.1441  0.078
H: -0.1789 0.9288 2.6945  0.029
C: -7.4955 4.8178 -2.5588  -0.082
O: -6.1103 4.6172 -2.2961  -0.187
C: -5.8676 3.9186 -1.0719  -0.223
C: -4.4167 3.4484 -0.9405  -0.211
N: -3.5896 4.6080 -0.9578  -0.058
C: -2.2469 4.4934 -0.4416  -0.192
C: -1.0903 3.8635 -1.2422  -0.213
O: -0.6233 4.8145 -2.2143  -0.188
C: 0.4637 4.2157 -2.9668  -0.094
H: -8.0710 3.9058 -2.5157  0.081
H: -7.5036 5.3123 -3.5097  0.091
H: -7.8440 5.4235 -1.8152  0.053
H: -6.5155 3.0401 -1.0334  0.089
H: -6.1178 4.6043 -0.2995  0.110
H: -4.1513 2.6589 -1.6566  0.110
H: -4.2813 2.9883 0.0636  0.118
H: -3.4951 4.9921 -1.8846  0.118
H: -2.2522 3.8901 0.4800  0.101
H: -1.9862 5.5484 -0.1866  0.131
H: -1.3660 2.9705 -1.8566  0.119
H: -0.3670 3.5481 -0.5566  0.068
H: 1.3385 4.1970 -2.2981  0.075
H: 0.7342 4.7504 -3.9533  0.113
H: 0.2617 3.2056 -3.3439  0.052
C: 3.2445 2.3211 3.3737  -0.059
O: 2.8911 2.5708 2.0108  -0.241
C: 2.4002 3.8468 1.7806  -0.223
C: 0.9459 4.1013 2.1662  -0.164
N: 0.6628 4.1533 3.6192  -0.064
C: -0.4620 5.0678 3.9178  -0.165
C: -0.2473 5.7448 5.2935  -0.231
O: 0.8927 6.5175 5.2648  -0.199
C: 1.5067 6.8680 6.4923  -0.095
H: 2.3290 2.2465 3.9656  0.073
H: 3.9310 3.1404 3.6710  0.099
H: 3.8428 1.3724 3.3395  0.079
H: 2.5671 4.1512 0.6909  0.146
H: 3.0148 4.4860 2.3795  0.102
H: 0.3408 3.3230 1.6871  0.102
H: 0.6781 5.0934 1.7870  0.117
H: 1.4235 4.6027 4.1502  0.120
H: -1.3499 4.5594 4.1249  0.070
H: -0.6421 5.7950 3.1726  0.106
H: -0.1077 4.8738 5.9700  0.103
H: -1.1742 6.3164 5.6352  0.151
H: 2.4696 7.2510 6.1244  0.093
H: 1.5539 6.0323 7.2217  0.090
H: 1.0076 7.6897 7.0606  0.091

Forces on the atoms, in the same order (eV/Å):
C 0.0 -0.6 -0.9
C 0.4 1.6 0.0
C 0.5 -1.7 -0.1
C 0.0 -1.9 1.1
C -1.0 0.2 -1.3
C -0.3 0.0 -0.8
C -2.2 -0.6 0.3
C -1.3 -0.3 0.4
C 1.1 1.5 0.1
N -0.4 1.2 -0.4
O 1.0 -0.7 -0.1
H -0.3 -0.6 0.2
H 0.5 -0.2 0.4
H -0.3 1.2 0.4
H -0.9 -0.2 1.3
H 1.3 0.4 -0.5
H -0.1 1.0 -0.9
H 0.2 0.4 -0.2
H 0.0 -0.1 0.6
H -0.5 -0.2 -0.5
H 1.1 -0.4 0.4
H 0.3 0.7 1.0
H 0.4 -0.3 0.2
H 0.6 -0.2 -0.2
H 0.7 0.7 -0.3
H 0.1 0.1 0.3
H 0.0 -0.7 0.4
H -0.1 -0.6 -0.5
H 0.1 0.2 -0.4
H -0.5 0.0 -0.2
C 1.1 -0.3 0.9
C -0.7 -0.3 -2.1
C 0.5 -0.6 -1.4
C -0.2 -0.4 -0.8
C -0.3 -0.3 -0.4
C 0.3 0.4 0.9
C -0.6 -0.8 0.5
C -0.2 -0.6 -1.5
C 0.6 0.7 -0.6
N 0.1 -0.7 1.0
O -0.1 0.4 -1.4
H -0.6 1.2 -0.3
H -0.5 -1.6 -0.1
H -0.1 0.5 0.3
H 0.4 0.2 0.5
H -0.2 0.5 0.2
H -0.1 0.2 1.0
H 0.4 -0.1 0.4
H 0.5 0.3 0.2
H -0.6 0.6 1.0
H 0.3 0.3 -0.5
H 0.2 -0.8 -1.0
H 0.0 -0.1 -0.1
H -0.1 1.2 1.0
H 0.0 0.3 -0.4
H 0.5 0.2 0.7
H 0.5 -0.7 -0.4
H 0.2 0.2 0.5
H -0.5 -0.1 0.8
H -0.5 0.2 1.1
C 2.5 1.8 1.6
C -1.4 -2.1 0.2
C 2.8 2.3 -0.4
C 1.0 -0.5 0.9
C -1.2 -1.0 1.3
C -0.3 1.3 -0.7
C 0.1 -1.2 -1.2
C 3.1 0.1 -0.3
C -3.0 0.1 0.7
N 0.8 -0.3 -1.1
O -0.7 0.2 1.5
H -1.2 0.6 0.0
H 0.1 0.0 -0.4
H -0.5 -1.3 -1.1
H -0.8 -0.4 0.6
H -0.9 -0.4 -0.4
H -1.0 -0.7 0.2
H 0.1 0.5 -0.7
H 0.1 0.0 0.1
H -0.7 1.5 -0.2
H 0.5 -0.5 -0.8
H 0.2 -0.5 -0.2
H 0.2 -0.2 0.2
H -1.0 0.3 -0.1
H -0.3 -0.3 0.4
H -1.0 0.2 0.7
H 0.6 -0.3 -0.8
H 0.0 -0.1 0.1
H 1.7 0.5 0.7
H 0.0 0.2 -0.5
C -3.4 0.2 2.3
C -0.1 -1.8 0.9
C -1.4 1.3 -0.5
C -0.4 -0.1 -0.1
C 0.1 0.7 0.4
C -1.6 0.5 -0.1
C 1.3 0.0 -1.6
C 0.1 -0.3 -0.2
C -0.2 -0.6 -1.6
N -0.3 0.6 1.3
O 1.6 -1.8 0.7
H 0.2 0.0 0.2
H 0.7 0.4 -0.2
H 2.6 0.1 -1.9
H -0.3 -0.2 0.3
H 1.0 -0.8 -1.0
H 0.1 0.5 0.2
H 0.3 -0.8 0.0
H 0.5 0.8 0.1
H 0.1 0.2 -0.1
H 0.4 0.0 -0.7
H 0.2 -0.6 0.9
H 0.3 -1.0 -0.4
H 0.2 0.3 -0.4
H -1.1 -0.2 1.2
H 0.6 0.2 -1.0
H -0.7 0.6 0.8
H -0.8 -0.3 -0.4
H 1.0 0.8 1.1
H -1.0 1.5 -0.2
C 0.2 1.0 0.9
C 0.1 -0.4 0.6
C 1.7 1.8 0.5
C 0.0 1.8 -2.3
C 0.5 -0.6 0.2
C 0.5 -0.3 -1.3
C 0.1 0.1 -1.8
C -0.8 1.4 0.3
C -0.6 1.1 0.2
N -1.8 0.0 0.5
O 1.2 -0.8 -0.6
H -0.2 -0.6 0.4
H -0.6 -0.2 -0.8
H 0.6 -0.4 0.0
H -0.5 -0.6 -0.2
H -0.3 -0.3 0.0
H -0.3 -0.3 -0.4
H -0.7 -0.5 1.7
H 0.0 0.0 -0.7
H -0.1 0.0 0.6
H -0.5 -0.4 0.2
H 0.4 0.5 0.5
H 0.3 -0.8 0.2
H 0.2 0.0 -0.3
H 0.6 -1.3 0.5
H 0.0 0.1 0.0
H 0.3 -1.2 0.1
H 0.0 0.2 0.5
H -0.4 0.2 0.1
H 0.1 0.5 0.6
C 1.7 0.9 -0.1
C -0.1 -1.9 0.4
C -0.2 -1.1 -0.8
C 1.8 1.2 -1.2
C -0.4 0.0 0.4
C 0.7 -0.4 0.8
C -0.4 0.4 0.2
C -0.8 0.3 -0.3
C -0.4 0.3 -0.3
N 1.2 0.2 -1.1
O -1.1 -0.8 1.7
H -1.1 -0.3 -0.3
H 0.2 -0.2 -0.1
H -0.4 -0.1 0.2
H 1.0 1.1 0.2
H -0.8 -0.4 0.3
H -0.5 1.1 0.3
H -0.5 -0.5 1.1
H -1.0 0.0 0.3
H 0.2 0.1 0.2
H -0.3 -1.0 0.4
H -0.2 -0.1 -0.1
H 0.3 1.1 -1.4
H 0.1 0.8 -0.4
H 0.8 -0.2 -0.3
H 0.1 0.2 0.7
H 0.9 0.0 0.7
H 0.4 -0.5 -0.6
H -1.3 -1.2 0.2
H 0.1 1.1 -0.8
C 1.3 1.3 -0.2
C -2.4 -1.1 0.5
C -1.5 -1.1 1.8
C 0.4 -0.2 -0.1
C -1.2 1.9 0.2
C 1.7 -0.2 1.7
C 0.8 0.9 -0.6
C -0.7 1.1 0.0
C 0.2 -0.8 -0.4
N 0.4 1.4 -0.8
O -0.8 -1.0 -0.3
H 0.3 -0.1 -0.1
H 0.2 -0.5 0.4
H -0.5 -0.5 -0.4
H 0.1 1.6 -0.4
H 1.1 0.5 -0.5
H 0.4 -1.1 -0.5
H -0.1 0.0 0.0
H 0.1 0.3 0.3
H 0.5 -1.6 0.0
H 0.1 0.0 0.1
H -0.8 -0.3 -1.9
H -0.3 0.0 0.3
H 0.2 -0.2 -0.1
H 0.0 -0.7 -0.5
H 0.1 0.1 0.7
H -0.1 -0.3 0.9
H -0.5 0.8 0.1
H 0.7 0.6 0.0
H 0.2 -0.9 0.0
C 0.3 -0.1 -0.1
C -1.6 1.0 2.9
C -1.8 0.4 -1.9
C 1.7 0.0 -2.1
C 1.1 -1.1 -0.9
C 0.5 0.9 -1.1
C -1.1 -1.7 1.7
C 0.4 0.8 -1.8
C 0.0 1.0 -1.9
N 1.3 1.0 -1.2
O 0.5 -2.0 -1.3
H 0.2 0.4 -0.3
H 0.7 -0.4 -0.2
H -0.4 -0.2 0.1
H 0.6 0.1 1.1
H 0.1 -1.3 0.3
H 0.3 0.1 0.3
H -0.8 0.4 -0.2
H -0.8 -0.1 1.6
H -1.0 -0.3 0.0
H 0.3 1.0 0.5
H 0.2 -0.1 0.2
H -0.1 0.0 0.3
H 0.1 -0.3 0.1
H 0.0 -0.1 0.7
H 0.2 0.2 0.0
H 0.0 -0.4 1.3
H 0.1 -0.5 0.5
H -0.6 0.3 -0.1
H -0.5 0.6 1.0
C 2.1 -1.1 -0.8
O 0.6 -1.0 -0.2
C 0.0 -0.7 -1.3
C -0.5 -0.1 0.6
N 1.0 0.3 -0.5
C 0.7 0.2 0.7
C -2.1 0.7 -2.4
O 0.9 -0.8 -0.6
C 0.3 1.0 -0.8
H -0.1 -0.6 -0.4
H -0.5 0.1 -0.5
H -1.4 2.0 1.9
H -0.3 -0.1 0.1
H -0.1 0.4 1.2
H -0.2 0.1 -0.3
H -0.3 0.2 -0.4
H -0.5 0.2 -0.3
H -0.3 0.4 0.1
H 0.4 -0.8 0.0
H -0.3 0.2 0.8
H 1.7 -0.3 1.0
H 0.0 -0.2 -0.4
H -0.7 -0.1 1.9
H -0.3 -0.1 0.6
C 0.7 -0.3 -1.3
O 0.2 -0.9 -0.2
C -0.2 0.7 -0.7
C 0.1 0.2 0.0
N 0.1 0.9 0.4
C 1.0 0.5 1.9
C -1.2 -1.0 0.2
O 0.6 0.6 0.0
C -0.1 0.5 0.1
H 0.3 -0.1 0.3
H -0.4 -0.3 0.4
H -0.8 0.8 0.3
H -0.3 -0.7 1.3
H 0.5 1.2 0.3
H -0.2 0.2 0.2
H 0.0 -0.1 -0.5
H 0.1 -0.5 -0.8
H -1.6 -1.3 -0.3
H 0.0 0.9 -1.1
H -0.2 0.5 0.2
H 1.0 -0.6 -0.5
H 0.0 -0.3 0.9
H 0.3 0.1 -0.7
H 0.0 -0.3 -0.7